C54H39F7O10V as an isolated structure in a non-equilibrium geometry, computed with ωB97M-V/def2-TZVPD.

```
111
Properties=species:S:1:pos:R:3:forces:R:3
V 0.12779 0.20211 -0.06426 1.324 3.538 1.615
F -4.94287 -0.71148 4.74198 0.252 0.128 0.999
F -1.99866 6.15570 -0.18573 -0.474 0.041 0.103
F -3.34186 1.98841 -5.48950 0.129 0.221 -0.558
F 6.62817 0.42845 1.99076 0.244 -0.518 -0.144
F -0.87537 -2.53597 0.06690 -0.502 0.708 0.047
F 5.43502 -3.35477 4.29870 -0.321 -1.299 -0.415
F 3.30792 -1.81837 -4.81303 -1.289 1.430 -0.351
O -2.25730 1.71477 4.26748 1.926 -0.683 -1.272
O -0.83524 0.60351 1.98706 -2.007 -0.335 -3.633
O -1.05869 0.25695 -1.06840 -0.788 -0.568 -0.630
O 1.28337 -0.74830 -0.64147 -1.050 0.375 0.614
O 4.32725 2.07264 2.35714 -2.257 2.814 -2.294
O 1.63259 1.32182 6.73904 0.124 -0.156 0.701
O 4.64012 4.99530 2.23453 1.050 -0.868 0.834
O 3.02704 0.59603 4.38344 -1.787 -0.262 1.187
O 1.24346 5.36321 -0.65269 -1.496 -2.029 -0.177
O 0.78887 2.40864 -0.63314 -1.225 -0.491 -0.341
C -2.93185 -4.16458 -2.47031 0.544 -0.260 0.133
C 2.18934 -3.76524 2.81091 -0.202 -0.973 1.317
C 5.29070 -2.39630 0.27582 -1.257 -0.856 -1.561
C -0.33060 0.81243 3.14420 3.158 -0.805 -0.457
C -0.11869 3.80382 -5.84951 -0.654 0.415 1.611
C 1.30250 -0.27786 -4.78130 1.355 -0.414 -0.775
C 5.86734 -1.68067 1.25675 1.411 1.771 0.937
C 0.97339 0.47222 3.22874 1.084 -0.068 2.394
C -4.37932 -0.87762 2.45817 0.083 -0.843 0.710
C 0.98420 1.17467 5.70699 -0.193 0.708 -0.113
C -1.42677 -3.41145 -0.76482 0.179 -1.924 -0.230
C -0.84981 -1.29070 -4.50494 1.088 -0.052 0.132
C -1.34411 -5.70642 -1.49213 0.077 0.293 -0.147
C 6.04688 -0.32170 1.02366 -0.551 0.846 1.277
C 1.79443 0.70033 4.45384 0.409 -0.221 -2.319
C 0.15054 4.04653 -4.46830 -0.470 -0.592 -1.713
C -2.34960 -5.42383 -2.40636 -0.452 -0.102 0.016
C 3.36670 -5.86034 2.59212 -0.899 -0.148 -1.561
C 5.48521 0.36956 -0.01076 -1.383 -0.550 -1.817
C -6.71049 -0.84976 3.14572 1.865 0.477 -0.606
C -4.14066 5.51264 0.67050 0.777 0.386 -0.398
C 2.86188 5.17786 0.77249 3.329 -2.149 3.885
C -0.86709 -4.69117 -0.68252 -0.198 0.649 0.111
C -0.18026 -2.52304 -4.34535 -1.112 0.362 -1.528
C 4.47944 -5.28012 3.07975 1.609 0.825 2.603
C -4.74891 -1.17316 1.12571 -1.235 1.905 0.530
C -0.80845 3.64993 -3.53864 2.013 0.498 0.335
C 2.26193 -5.09106 2.35248 -0.890 0.800 -0.346
C 4.69144 -1.77084 -0.82947 0.215 1.309 -0.328
C 1.75453 3.02593 0.02822 -1.394 -1.708 0.531
C -1.33157 3.25060 -6.23045 -1.237 -2.194 1.197
C 4.38529 -4.01561 3.70456 -1.010 1.531 -0.255
C -0.10547 -0.13072 -4.72770 0.744 -1.477 0.436
C -2.84699 5.19913 0.23567 -0.607 -1.067 0.276
C 2.53405 2.19467 0.74518 2.747 2.262 1.870
C -2.24136 2.72402 -5.21447 2.214 1.511 -0.765
C -0.98466 1.39302 4.31716 -6.310 1.235 0.773
C -6.10668 -1.06819 0.77167 -0.017 -0.054 1.075
C 3.56193 2.81801 1.64916 2.022 -2.948 1.184
C -7.07255 -0.87090 1.76215 0.524 -0.618 1.782
C 3.76996 4.39557 1.61940 -1.598 1.523 -1.132
C -5.00547 4.51563 1.12064 1.209 -0.116 -0.197
C -5.31978 -0.82702 3.49765 -2.405 -0.256 -3.617
C -2.42568 3.86947 0.20994 0.191 0.371 0.176
C -1.93486 2.96580 -3.89103 -1.537 -0.081 -0.436
C -4.51900 3.20897 1.19203 -0.219 -0.371 -0.275
C 1.88575 4.55765 0.12111 -1.976 1.560 -4.201
C 1.94193 -1.53373 -4.78673 -1.159 -1.448 0.749
C -3.24604 2.86827 0.71295 -0.475 0.944 -0.282
C 3.17872 -3.24708 3.65934 0.982 -1.550 -1.772
C 4.76576 -0.35878 -1.00242 1.201 -1.355 1.621
C 1.16166 -2.69319 -4.62713 -0.065 0.936 0.803
C -0.41876 1.51649 5.54590 4.208 -0.766 0.720
C -2.48051 -3.16228 -1.62409 0.283 1.075 0.186
H 5.25711 -3.47396 0.33844 -0.321 -0.172 0.172
H 2.48172 1.11762 0.68488 0.039 -0.052 0.074
H 5.38734 1.44508 -0.01944 0.544 0.075 0.180
H -8.13358 -0.81780 1.56777 -0.053 0.115 -0.382
H -6.37154 -1.05106 -0.27521 -0.132 -0.183 -0.056
H 1.11960 4.44708 -4.20969 -0.166 0.160 0.441
H 0.56697 4.06316 -6.64262 0.255 0.081 0.114
H 1.25789 -3.22552 2.72432 0.045 0.256 -0.371
H 2.92708 6.25492 0.81819 0.040 -0.078 -0.193
H -0.85255 2.00476 6.40603 -0.488 -0.102 -0.255
H -0.58989 3.77264 -2.48814 0.119 0.191 0.219
H 1.48500 -5.50663 1.72792 -0.365 0.057 0.170
H 1.39015 0.03284 2.33449 0.653 -0.038 0.090
H -7.40203 -0.69281 3.96030 -0.399 -0.117 -0.153
H -3.39641 -0.71418 2.87479 0.697 -0.031 -0.779
H 1.99108 0.53747 -4.94712 -0.279 0.527 0.225
H 3.05113 -2.24040 4.02908 0.452 0.095 0.347
H -1.43345 3.61586 -0.13293 0.274 0.104 -0.119
H -0.81344 -3.39362 -4.25826 0.076 -0.239 0.356
H -2.72564 -6.22141 -3.02994 0.012 -0.033 -0.193
H -2.86769 1.85877 0.64841 -0.154 -0.139 0.456
H 4.11006 -2.37413 -1.51096 0.084 -0.010 -0.229
H 3.45482 -6.86748 2.21226 -0.218 -0.145 -0.038
H -1.92894 -1.25904 -4.47533 -0.059 0.068 0.241
H -4.42330 6.55478 0.64900 -0.195 0.126 0.005
H 5.28220 -5.99887 3.15307 0.851 0.750 0.290
H -0.08554 -4.75526 0.06009 0.196 -0.511 -0.097
H -0.93978 -6.70781 -1.48076 0.174 -0.019 0.237
H 1.56331 -3.69439 -4.57538 0.395 0.108 -0.067
H -2.62379 2.70322 -3.10184 -0.100 -0.379 -0.006
H -2.86624 -2.15413 -1.65930 -0.134 0.090 -0.094
H -0.61886 0.81823 -4.77613 0.415 0.167 -0.095
H -4.13534 -1.11433 0.23890 0.965 -0.319 0.531
H 6.18050 -2.02760 2.23039 0.181 -0.440 -0.119
H -3.67678 -3.95618 -3.22399 -0.193 0.070 0.113
H -6.00635 4.80618 1.40389 -0.087 -0.232 0.215
H -5.14624 2.42253 1.58508 -0.120 -0.092 0.066
H 4.34974 0.17277 -1.84549 -0.351 -0.164 0.081
H -1.40938 2.92018 -7.25573 -0.520 0.183 -0.205
```
Positions in Å, forces in eV/Å.

- strongest force on any atom (eV Å⁻¹) = 6.48
- HOMO level (eV) = 0.56
- calculated total energy (Eh) = -4476.4244
- total charge = -3
- gap between HOMO and LUMO (eV) = 4.27



C23H41F5OP2TeTi as an isolated structure in a non-equilibrium geometry, computed with ωB97M-V/def2-TZVPD.

```
74
Properties=species:S:1:pos:R:3:forces:R:3
Te 3.19291 1.95211 1.58921 -0.931 -0.028 2.495
Ti 3.35694 -0.27214 -1.37171 2.378 0.016 4.299
P 0.00184 0.74886 -3.25284 -1.960 1.004 -1.030
P 0.83829 -0.35592 -0.93164 -1.728 -1.062 2.021
F 1.62768 0.83503 1.54130 0.615 0.419 -0.242
F 2.17457 2.62014 3.17572 0.763 -0.302 -1.060
F 2.11480 3.04966 0.35489 -0.192 -0.147 -0.151
F 3.90907 0.36412 2.51815 -0.287 0.663 -0.336
F 3.60107 -2.02468 -0.95035 -0.270 1.317 -0.552
O 3.65713 0.92694 -0.10825 -0.311 -2.224 -2.849
C -0.89138 -2.22385 2.26892 2.098 -1.313 -0.601
C 4.71994 0.29088 -2.82947 -0.380 0.239 -0.135
C 2.37767 -2.04901 4.06737 0.417 -0.129 0.075
C 1.08911 -3.82698 1.79153 0.151 -0.413 -0.065
C 0.27395 -2.01610 -1.50736 -0.061 -0.197 -0.015
C -3.94681 1.10059 -1.49643 0.045 -0.347 -0.176
C -3.08492 2.33577 0.59263 -0.740 0.052 -0.004
C 1.56857 0.32342 -2.52251 -0.921 0.560 -1.005
C -0.20445 -0.30316 -4.69287 0.017 -0.081 -0.499
C 0.14436 2.46735 -3.74946 0.045 0.430 -0.533
C -1.90290 -2.76208 1.32663 -0.293 -0.135 -0.085
C -2.77231 1.45286 -2.43645 -0.006 0.196 -0.687
C 0.42046 -2.71747 2.49645 -2.768 0.358 -1.199
C 0.36354 0.21484 4.79578 0.179 0.531 0.352
C -2.29825 -0.24003 3.13911 -0.368 0.350 -0.110
C -0.69474 1.99467 -0.31297 0.447 0.384 0.443
C -1.57754 0.52985 -2.19981 0.991 -0.714 0.106
C -1.84405 2.96966 0.03420 0.242 0.553 0.107
C 1.02838 -1.90244 3.50121 -1.283 2.214 1.014
C -3.91410 1.49721 -0.04391 -0.012 0.676 0.581
C -1.06104 0.59715 -0.77812 2.789 -0.244 0.053
C 0.10511 -0.88202 3.84738 0.473 -1.141 -0.737
C -1.07887 -1.06566 3.07194 1.364 0.032 1.097
H -0.03871 1.90379 0.56663 -0.323 -0.036 -0.318
H 1.00689 0.98681 4.34592 -0.159 -0.139 0.207
H 0.92368 2.96622 -3.16114 -0.260 -0.059 -0.078
H -1.59177 -0.00835 -0.02986 0.191 0.117 -0.260
H 1.56223 -4.50616 2.51490 -0.039 0.026 -0.301
H -1.26694 -0.44132 -4.93917 0.288 0.112 0.140
H -1.96086 -2.16014 0.40468 -0.168 -0.151 -0.023
H -0.79628 -2.02561 -1.76171 0.430 -0.149 0.025
H -2.48295 2.50176 -2.34147 -0.113 -0.215 0.016
H 0.25164 -1.28838 -4.52825 -0.185 0.238 -0.002
H 4.89051 1.36837 -2.67432 -0.022 -0.285 -0.200
H 2.21494 1.23186 -2.34729 -0.634 -0.342 -0.335
H 2.07350 -0.42803 -3.18160 -0.431 0.473 0.213
H 2.33203 -2.12353 5.16222 0.082 0.030 -0.176
H 0.87140 -2.39441 -2.34643 -0.131 0.028 0.162
H -1.90043 -0.49556 -2.42813 0.118 0.174 -0.071
H 2.99538 -1.17928 3.80944 -0.077 -0.155 0.123
H 0.37543 -4.39793 1.18713 0.193 -0.013 0.096
H 1.88269 -3.44835 1.12771 -0.031 -0.147 0.137
H -1.44029 3.64217 0.80956 -0.116 -0.178 -0.426
H -2.90002 -2.73925 1.78753 0.132 -0.129 -0.223
H -1.67473 -3.79585 1.04265 -0.151 0.200 -0.014
H -2.05000 0.81346 3.31783 -0.084 -0.183 0.023
H -0.57812 0.68833 5.09327 0.214 0.011 0.132
H 0.29126 0.18542 -5.54273 -0.061 -0.255 0.140
H -2.07525 3.61645 -0.83102 0.022 -0.217 0.410
H 2.86979 -2.94164 3.67428 0.063 0.069 0.137
H -3.11813 1.31873 -3.47904 0.072 0.037 0.388
H 4.40588 0.09605 -3.86224 0.203 0.061 0.070
H -0.06176 2.50059 -1.06915 -0.129 -0.260 0.241
H 0.43575 -2.70035 -0.66060 -0.101 0.224 -0.213
H -2.86911 -0.29835 2.20466 -0.004 0.011 0.161
H -4.77577 1.12064 0.52763 0.334 0.202 -0.319
H -3.36866 2.70233 1.59424 0.207 -0.673 -0.428
H 5.66426 -0.23499 -2.62840 -0.268 -0.007 0.040
H -4.84997 1.55433 -1.94191 0.247 -0.228 0.207
H -2.96676 -0.56467 3.95223 0.147 0.052 -0.147
H -4.09948 0.01027 -1.52349 -0.098 0.165 -0.227
H -0.79501 3.03028 -3.66500 0.256 -0.285 0.018
H 0.45119 2.46495 -4.80293 0.016 0.177 0.175
H 0.86852 -0.16026 5.69512 -0.131 0.180 -0.073
```
Positions in Å, forces in eV/Å.

- strongest force on any atom (eV Å⁻¹) = 4.91
- energy relative to the best compared isomer or geometry (same formula, charge and spin) (kcal per mole) = 0.0
- HOMO level (spin up / spin down) (eV) = -8.85 / -8.74
- multiplicity = 2
- calculated total energy (Eh) = -3275.4962
- total charge = +1
- gap between HOMO and LUMO (spin up / spin down) (eV) = 4.47 / 4.36



A 2-piece molecular cluster, C48H49F7N3 overall in a non-equilibrium geometry, computed with ωB97M-V/def2-TZVPD.

```
107
Properties=species:S:1:pos:R:3:forces:R:3
F -3.51956 2.24186 0.84496 -0.682 -0.419 0.665
F -1.33301 -3.48625 0.29602 0.479 -0.567 0.665
F -0.87076 -3.48017 2.45972 0.117 -0.762 -0.294
F 3.19622 -4.87413 9.07325 -1.317 0.752 -0.747
F 0.76356 -3.33149 0.97429 -0.823 -0.656 0.290
F -4.39303 0.23187 1.16375 -0.211 0.843 0.462
F -3.55220 1.35806 2.86829 -0.723 0.255 -0.207
N 2.59167 3.09331 -0.67161 -1.027 0.003 -0.978
N 3.34906 2.64924 0.32858 -0.669 -0.880 1.281
N 1.45265 2.43846 -0.60695 0.509 -1.288 1.989
C -1.77186 -1.15279 6.57241 0.135 0.053 0.105
C 0.85035 6.10204 -1.83247 -0.015 -0.078 -0.044
C 2.70799 1.61036 1.05808 0.225 -0.145 0.484
C -3.16142 1.28316 6.47081 -0.096 -0.086 -0.104
C 5.67010 3.03444 -0.35289 -0.664 -0.403 -0.300
C -2.92649 -0.99132 5.77613 0.109 -0.352 -0.051
C 4.39559 4.07471 4.26948 0.040 0.026 -0.168
C 1.41338 1.54217 0.49514 0.563 1.473 -1.849
C 0.29693 0.70305 0.87876 -0.717 0.039 -0.141
C 0.81967 -2.29404 8.13556 0.097 -0.205 0.005
C 2.14879 -4.26011 8.47736 0.198 -0.295 0.031
C -2.06934 0.46279 1.30733 -0.265 -0.404 0.054
C 3.14415 5.44315 2.54645 0.090 0.085 -0.063
C -1.15691 -2.43172 6.57315 0.183 0.342 0.264
C -2.02875 1.16484 7.25443 0.384 -0.034 0.277
C -1.89870 -0.90634 1.41740 -0.548 -0.262 0.157
C 1.88018 -2.92333 8.73415 0.425 0.274 0.432
C -3.59904 0.20154 5.73008 -0.409 0.024 -0.304
C 6.23538 1.05067 -1.78587 0.068 0.056 0.070
C 6.92474 3.56115 -0.11624 0.072 0.042 0.029
C 3.20280 0.90316 2.10415 0.483 0.268 -0.163
C -0.03215 -2.97843 7.23877 -0.076 0.222 0.008
C -0.05286 -0.94844 -3.10995 0.007 0.194 0.053
C 5.55217 3.25707 -2.84937 0.010 0.043 0.070
C -0.02340 1.49569 -2.38906 0.625 -0.452 0.347
C 2.13228 0.23147 -2.65212 0.054 0.088 0.025
C -0.64987 -1.48454 1.26710 -0.025 0.037 -0.016
C 4.93854 3.86669 1.80513 -0.768 -0.045 -0.013
C 5.38593 2.31757 -1.65173 -0.471 -0.324 -0.192
C 7.19310 4.23990 1.05014 0.187 0.053 -0.064
C -0.20641 3.82773 -1.74671 0.655 0.106 0.609
C 0.39177 2.57262 -1.58522 -0.254 0.732 -0.714
C -1.04484 1.70314 -3.30344 0.105 -0.116 0.136
C 6.20369 4.39660 1.99475 -0.071 -0.105 0.053
C 4.66529 3.17693 0.61236 0.379 0.401 -0.398
C -1.22180 3.98841 -2.66963 -0.079 -0.005 -0.060
C 0.25821 5.01242 -0.93180 0.341 0.089 0.511
C -1.64352 2.93344 -3.44266 -0.157 0.198 -0.041
C -3.43240 1.09573 1.55105 1.805 -0.841 -1.048
C -1.34177 -0.02298 7.30376 0.057 0.053 0.031
C 0.44383 -0.68459 1.04360 0.333 0.470 -0.078
C 0.65203 0.13877 -2.28930 -0.183 -0.469 0.226
C -0.51433 -2.99959 1.25211 0.104 2.146 -0.450
C 1.32688 -4.95342 7.59953 0.467 -0.800 0.097
C -0.87320 5.55068 -0.05182 -0.046 0.007 -0.134
C 0.26662 -4.33586 6.99230 -0.088 0.169 -0.011
C -0.98859 1.25161 1.00446 0.758 0.171 0.030
C 3.85393 4.12040 2.83272 -0.404 -0.453 0.221
H 6.58164 3.60681 -2.92770 0.075 0.016 -0.013
H -1.66310 -3.14280 5.93913 -0.123 -0.202 -0.203
H 2.64212 0.92103 -1.98343 0.124 -0.072 -0.092
H 3.11624 3.30884 2.72671 0.242 0.293 0.170
H 6.41594 4.95004 2.89255 0.027 0.067 0.171
H -1.67922 4.95428 -2.78766 -0.094 0.249 -0.004
H -1.70047 5.91014 -0.66381 -0.068 0.044 -0.021
H -3.69746 2.21548 6.43478 -0.113 0.180 -0.029
H 0.57988 -0.16288 -1.23513 0.098 -0.014 -0.458
H 2.71312 5.44547 1.54476 -0.026 0.013 -0.069
H 2.59550 0.19456 2.62487 -0.276 -0.265 0.061
H 7.29658 1.29745 -1.81686 0.086 0.012 -0.015
H 0.65592 -1.26498 8.37077 0.076 0.156 0.116
H 1.40971 -1.13794 0.91326 0.299 0.037 -0.033
H -1.12834 2.30886 0.87992 0.058 0.325 -0.055
H -2.75188 -1.53605 1.60007 -0.245 -0.151 0.017
H 2.62919 -0.73653 -2.57531 -0.079 -0.038 0.008
H 2.34440 5.63769 3.26197 -0.025 -0.087 0.052
H 6.07957 0.38385 -0.93621 -0.030 0.003 0.005
H 4.32882 2.01454 -1.60870 0.580 0.013 -0.272
H -1.37853 0.89334 -3.92613 -0.005 -0.148 -0.064
H 4.91310 4.13556 -2.74544 -0.019 -0.022 0.013
H 8.17185 4.65723 1.21877 0.168 0.081 0.035
H -2.43530 3.07067 -4.15991 -0.132 0.019 -0.136
H -4.46842 0.30324 5.10323 -0.132 -0.033 -0.075
H 7.69361 3.44618 -0.86093 0.154 -0.036 -0.157
H 6.00227 0.49945 -2.69835 -0.086 0.076 -0.020
H 1.54157 -5.98921 7.41013 0.027 -0.265 -0.092
H 2.25567 0.60248 -3.66968 0.013 -0.009 -0.088
H 3.59659 4.11730 5.01115 -0.110 -0.010 -0.129
H -1.10586 -1.03281 -2.83375 0.015 -0.022 -0.009
H -1.26758 4.77059 0.60063 -0.007 -0.020 0.056
H 1.67464 5.71307 -2.43168 0.010 -0.044 0.041
H 1.06197 4.64326 -0.27344 -0.408 0.472 -0.195
H 0.09920 6.48726 -2.52169 -0.079 0.021 -0.043
H 1.22267 6.94909 -1.25563 -0.008 -0.056 0.122
H -0.54117 6.38315 0.56987 0.094 -0.030 -0.014
H 5.04983 4.92445 4.46502 0.015 0.045 0.053
H 5.30223 2.76538 -3.79072 -0.033 -0.097 0.060
H 2.52231 -2.39425 9.41632 0.100 0.165 0.129
H -3.28053 -1.82791 5.19512 -0.065 -0.140 -0.107
H -1.68219 2.00839 7.82839 0.081 0.083 0.073
H 3.84928 6.27254 2.60557 0.045 0.084 -0.013
H -0.46188 -0.06441 7.90752 0.143 0.076 0.154
H 4.20400 1.05686 2.45179 0.321 0.080 0.109
H 0.40530 -1.92791 -2.96482 0.112 0.109 0.099
H 4.97411 3.16609 4.44564 -0.041 -0.013 -0.024
H -0.35808 -4.89039 6.31009 -0.039 -0.143 -0.079
H 0.00064 -0.71763 -4.17434 0.004 -0.072 -0.076
```
Positions in Å, forces in eV/Å.

- strongest force on any atom (eV Å⁻¹) = 2.43
- HOMO level (eV) = -8.04
- calculated total energy (Eh) = -2721.5284
- total charge = +1
- gap between HOMO and LUMO (eV) = 2.16